Record 1
{
  "formula": "C17H18BrN8O2RhSe",
  "method": "the ωB97M-V functional and the def2-TZVPD basis",
  "symbols": ["Rh", "Br", "C", "C", "C", "C", "C", "N", "C", "O", "O", "H", "H", "H", "Se", "N", "C", "C", "C", "C", "N", "C", "N", "H", "H", "H", "C", "N", "C", "N", "C", "N", "C", "N", "C", "C", "H", "H", "H", "H", "H", "H", "H", "H", "H", "H", "H", "H"],
  "xyz": [[0.65007, -0.45645, 0.52387], [-2.05463, -2.31545, 0.51587], [-0.70963, -3.07645, -0.59593], [-0.81323, -4.31295, -1.20703], [0.23597, -4.70935, -2.02883], [1.35107, -3.88895, -2.18603], [1.37367, -2.69395, -1.48683], [0.35247, -2.30075, -0.73833], [2.59177, -1.71245, -1.45213], [3.57047, -2.00175, -2.08343], [2.36957, -0.69315, -0.72973], [-1.68403, -4.93055, -1.04653], [0.18437, -5.66165, -2.53883], [2.18177, -4.15325, -2.81863], [1.80417, 2.29305, 3.53977], [1.71317, 1.27625, 4.91987], [1.31477, 0.05355, 4.59527], [1.11537, -1.07935, 5.40807], [0.73527, -2.24225, 4.78147], [0.53617, -2.29485, 3.38747], [0.67537, -1.23965, 2.61227], [1.06227, -0.09045, 3.18707], [1.23667, 1.00885, 2.45107], [1.27147, -1.01475, 6.47627], [0.58587, -3.14475, 5.35407], [0.25767, -3.22875, 2.91927], [-1.88253, 1.07885, -0.86173], [-2.42333, 2.22315, -1.55623], [-1.84793, 2.32035, -2.88873], [-0.40743, 2.47105, -2.75173], [0.16887, 1.33445, -2.07863], [-0.41323, 1.20845, -0.71363], [-0.14183, 2.48065, 0.00527], [-0.71183, 3.60065, -0.70323], [-2.15323, 3.44395, -0.81193], [-0.11463, 3.69685, -2.02753], [-2.11073, 0.17425, -1.43163], [-2.34823, 1.00255, 0.12577], [-2.26463, 3.18355, -3.41093], [-2.07533, 1.41955, -3.46153], [1.25337, 1.45895, -2.00503], [-0.04753, 0.42595, -2.64933], [0.94167, 2.61545, 0.09787], [-0.58733, 2.42895, 1.00437], [-2.58783, 4.29925, -1.32583], [-2.59433, 3.36705, 0.18357], [0.96687, 3.82065, -1.93843], [-0.52673, 4.55545, -2.56023]],
  "atomic_forces_ev_per_a": [[0.28, -0.84, -2.06], [0.09, -0.34, -0.18], [-0.67, 0.07, 0.34], [-0.05, 0.31, 0.12], [0.22, 0.12, -0.05], [-0.46, 0.15, 0.30], [1.22, 0.57, -0.21], [-0.16, 1.62, 1.49], [-1.17, -3.39, -1.66], [-0.03, 0.75, 0.45], [-0.99, 3.24, 2.54], [-0.04, 0.01, -0.03], [-0.01, -0.02, -0.01], [0.19, 0.00, -0.01], [-0.06, 0.11, -0.37], [0.08, -0.32, 1.13], [-0.04, 0.49, -1.09], [-0.05, -0.46, 0.12], [0.09, 0.27, 0.49], [0.02, 0.07, -0.06], [0.19, -0.59, -1.19], [0.37, 1.24, 0.90], [-0.40, -1.50, -1.26], [0.01, -0.08, 0.03], [-0.02, -0.05, 0.02], [-0.03, -0.01, -0.08], [-1.03, -0.30, -0.04], [-0.96, -0.38, 0.13], [0.19, -0.18, 0.07], [0.53, -0.06, -0.98], [0.30, 0.16, -0.88], [1.54, -1.40, 0.41], [0.11, 0.81, 0.52], [0.45, 0.68, 0.78], [0.12, -0.31, 0.09], [0.10, -0.17, 0.01], [0.14, 0.03, 0.07], [0.15, 0.00, -0.02], [0.04, -0.08, 0.06], [-0.01, 0.01, 0.01], [-0.14, -0.06, 0.13], [-0.01, 0.02, 0.18], [-0.14, -0.11, -0.09], [0.03, -0.12, -0.13], [0.03, -0.01, -0.02], [-0.01, 0.06, 0.00], [-0.05, 0.04, 0.00], [0.02, -0.08, 0.04]],
  "charge": 2,
  "e_homo_ev": [-14.6, -14.6],
  "gap_ev": [5.501, 4.886],
  "e_tot_ev": -172315.2341,
  "max_force_ev_per_a": 4.24
}

Record 2
{
  "formula": "C17H18Cl3N5O3SSiV",
  "method": "the ωB97M-V functional and the def2-TZVPD basis",
  "symbols": ["V", "C", "N", "C", "C", "N", "C", "C", "C", "C", "C", "C", "N", "C", "N", "C", "C", "C", "C", "C", "C", "N", "H", "H", "H", "H", "H", "H", "H", "H", "H", "H", "H", "H", "H", "H", "H", "C", "S", "O", "O", "O", "H", "H", "H", "Cl", "Si", "Cl", "Cl"],
  "xyz": [[-0.03047, -0.06482, -0.11547], [2.60048, 0.86942, -1.26271], [1.73056, 1.21624, -0.12903], [2.35864, 1.22533, 1.19973], [1.24498, 1.10723, 2.19131], [0.08341, 0.59060, 1.84582], [-0.69572, 0.55294, 3.00320], [-1.98664, 0.07717, 3.21172], [-2.48439, 0.17244, 4.49467], [-1.72736, 0.72343, 5.54145], [-0.44382, 1.19076, 5.34373], [0.05359, 1.08659, 4.05101], [1.28379, 1.42954, 3.49128], [1.68609, 0.45208, -2.37112], [0.45178, 0.06900, -2.11352], [-0.10619, -0.32715, -3.32958], [-1.36672, -0.83515, -3.62305], [-1.61820, -1.14341, -4.94288], [-0.65049, -0.95397, -5.94300], [0.60417, -0.45564, -5.65766], [0.85176, -0.15119, -4.32528], [1.97910, 0.35104, -3.67470], [3.25496, 1.69249, -1.55931], [3.22535, 0.01838, -0.97946], [1.31098, 2.13791, -0.28716], [3.00402, 0.34757, 1.28986], [2.96440, 2.11788, 1.37342], [-2.57174, -0.33011, 2.39854], [-3.48626, -0.17752, 4.70197], [-2.16290, 0.78178, 6.52936], [0.13831, 1.61086, 6.15227], [2.05771, 1.86159, 3.96867], [-2.10750, -0.97985, -2.84875], [-2.58460, -1.54123, -5.21975], [-0.89616, -1.20932, -6.96454], [1.34896, -0.31515, -6.42876], [2.85514, 0.59842, -4.10421], [-0.48953, -3.36947, 1.72064], [-0.18718, -2.69285, 0.12882], [-0.12391, -3.73169, -0.83573], [-1.26929, -1.66091, -0.10234], [1.03691, -1.82458, 0.24152], [0.31810, -4.06381, 1.94193], [-1.43893, -3.89855, 1.67137], [-0.52869, -2.56384, 2.45061], [-3.26117, 2.09975, 0.71832], [-1.58634, 1.91814, -0.47922], [-2.22233, 2.35473, -2.39835], [-0.41667, 3.63690, 0.03440]],
  "atomic_forces_ev_per_a": [[-0.08, 0.01, -0.06], [0.01, -0.01, 0.01], [0.01, 0.02, 0.01], [0.03, -0.01, -0.01], [0.01, 0.01, 0.01], [-0.01, -0.09, -0.04], [0.01, 0.05, 0.04], [0.01, 0.01, 0.00], [0.00, 0.00, 0.00], [0.00, 0.00, 0.00], [0.00, -0.01, 0.00], [-0.02, -0.02, -0.02], [-0.01, 0.02, 0.01], [0.01, -0.03, -0.03], [0.02, -0.03, 0.05], [0.00, 0.02, -0.01], [0.00, -0.01, -0.01], [-0.01, 0.00, 0.01], [0.00, 0.00, 0.00], [0.00, 0.00, 0.00], [-0.03, 0.00, 0.00], [0.01, 0.02, 0.01], [0.00, 0.00, -0.01], [0.00, 0.00, 0.00], [0.00, 0.00, 0.00], [0.01, 0.01, 0.00], [-0.01, 0.00, 0.01], [-0.01, 0.00, 0.00], [0.00, 0.00, 0.00], [0.00, 0.00, 0.00], [0.00, 0.00, 0.00], [0.00, 0.00, 0.00], [0.00, 0.00, 0.00], [0.00, 0.00, 0.00], [0.00, 0.00, 0.00], [0.00, 0.00, 0.00], [0.00, 0.00, 0.00], [0.00, 0.00, 0.00], [-0.04, 0.01, 0.02], [0.02, -0.01, 0.00], [0.01, 0.02, 0.01], [0.04, 0.00, 0.00], [0.00, 0.00, -0.01], [0.00, 0.00, 0.00], [0.00, 0.00, 0.00], [0.01, 0.01, -0.03], [0.02, 0.02, 0.04], [0.00, -0.01, 0.03], [-0.02, -0.03, -0.01]],
  "charge": 1,
  "e_homo_ev": [-11.5, -11.3],
  "spin_multiplicity": 3,
  "gap_ev": [7.919, 8.486],
  "s_squared": 2.019,
  "e_tot_ev": -113485.2174,
  "max_force_ev_per_a": 0.10
}

Record 3
{
  "formula": "C17H18ClMoNO4S",
  "method": "the ωB97M-V functional and the def2-TZVPD basis",
  "symbols": ["Mo", "C", "C", "C", "C", "C", "C", "C", "S", "O", "O", "N", "C", "C", "O", "O", "H", "H", "H", "H", "H", "H", "H", "H", "H", "C", "C", "C", "C", "C", "C", "C", "H", "H", "H", "H", "H", "H", "H", "Cl", "C", "H", "H"],
  "xyz": [[1.16057, 0.44861, -0.70834], [-5.47202, 0.10738, 2.80800], [-4.33699, -0.26275, 1.90853], [-3.30907, 0.66034, 1.66237], [-2.26948, 0.35004, 0.81760], [-2.24442, -0.90536, 0.20200], [-3.25327, -1.84141, 0.42566], [-4.28673, -1.50824, 1.28198], [-0.95983, -1.34441, -0.85429], [-1.23786, -2.53529, -1.55935], [0.38429, -1.34019, -0.09678], [-0.50553, -0.04905, -1.69716], [-1.29601, 0.86552, -2.48720], [-0.49925, 2.15499, -2.46778], [-0.60508, 3.11261, -3.13537], [0.51976, 2.06205, -1.49383], [-5.10580, 0.56011, 3.72927], [-6.08220, -0.75657, 3.05895], [-6.10986, 0.84355, 2.31443], [-3.34183, 1.63248, 2.13713], [-1.49746, 1.09016, 0.62541], [-3.22833, -2.80663, -0.06043], [-5.07217, -2.22892, 1.46553], [-2.28788, 1.04367, -2.06315], [-1.40754, 0.51511, -3.51463], [2.50276, 0.03211, -2.21412], [3.38260, -0.31601, -1.09373], [3.35583, -1.61155, -0.51865], [4.18373, -1.90775, 0.54467], [5.04654, -0.93341, 1.04319], [5.10502, 0.34234, 0.47881], [4.28337, 0.65253, -0.58194], [2.15406, -0.75662, -2.87663], [2.71553, 0.97492, -2.71912], [2.69666, -2.36796, -0.92744], [4.18007, -2.89941, 0.97554], [5.70030, -1.17651, 1.87122], [5.81254, 1.06839, 0.85525], [4.34649, 1.62178, -1.06486], [1.81993, 0.48289, 1.67352], [1.64761, 1.93280, 0.69515], [2.59192, 2.44307, 0.53859], [0.81902, 2.55058, 1.02200]],
  "atomic_forces_ev_per_a": [[-0.09, -0.16, 0.04], [-0.01, -0.02, 0.02], [0.02, -0.04, -0.03], [0.03, -0.01, -0.01], [0.06, 0.06, 0.00], [-0.03, 0.00, 0.03], [0.01, -0.02, -0.03], [0.00, 0.06, 0.03], [-0.17, -0.24, 0.04], [0.08, 0.03, -0.06], [0.01, 0.18, 0.00], [0.07, 0.21, 0.15], [-0.11, 0.06, -0.04], [0.40, -0.11, -0.11], [-0.14, 0.02, 0.04], [-0.08, -0.11, -0.01], [0.00, 0.00, 0.00], [-0.01, 0.00, 0.00], [-0.01, 0.00, 0.00], [-0.01, 0.00, 0.00], [-0.02, -0.01, 0.01], [0.02, -0.01, -0.02], [0.00, -0.01, 0.00], [0.00, -0.02, 0.02], [-0.01, 0.05, 0.01], [-0.04, -0.05, -0.09], [0.03, 0.11, -0.11], [-0.03, -0.01, 0.03], [-0.02, -0.01, -0.02], [0.01, 0.00, 0.02], [-0.03, 0.01, -0.04], [-0.02, 0.03, 0.03], [0.05, -0.03, 0.02], [0.06, -0.08, -0.08], [0.02, 0.00, -0.01], [-0.01, -0.01, 0.00], [0.00, -0.01, 0.00], [0.00, 0.01, 0.00], [0.01, 0.00, 0.00], [0.02, 0.00, 0.05], [-0.04, -0.03, 0.06], [-0.05, 0.08, 0.06], [0.04, 0.04, 0.00]],
  "charge": 2,
  "e_homo_ev": -15.7,
  "gap_ev": 6.692,
  "e_tot_ev": -52796.7002,
  "max_force_ev_per_a": 0.43
}

Record 4
{
  "formula": "C17H18ClNO3",
  "method": "the ωB97M-V functional and the def2-TZVPD basis",
  "symbols": ["C", "C", "C", "C", "C", "N", "C", "H", "H", "C", "C", "O", "C", "C", "C", "C", "C", "C", "O", "H", "H", "H", "H", "H", "H", "H", "C", "H", "H", "H", "C", "O", "C", "H", "H", "Cl", "H", "H", "H", "H"],
  "xyz": [[-1.69206, -3.10273, -0.36243], [-1.99370, -1.64604, -0.39009], [-3.19776, -1.01393, -0.34872], [-2.95325, 0.38903, -0.42298], [-1.57151, 0.54737, -0.51026], [-1.00800, -0.68545, -0.49326], [0.39858, -0.97012, -0.52102], [0.56051, -1.91582, -1.04354], [0.91656, -0.18003, -1.07170], [1.00296, -1.06439, 0.89973], [2.23690, -1.97555, 0.90492], [3.20918, -1.48344, 0.01454], [3.43835, -0.13587, 0.16513], [4.58466, 0.41082, -0.39592], [4.85573, 1.75748, -0.24904], [3.98967, 2.56669, 0.46922], [2.83719, 2.03599, 1.01518], [2.54660, 0.68672, 0.85773], [1.37196, 0.20636, 1.38930], [2.14322, 2.64854, 1.56857], [4.20592, 3.61571, 0.59689], [5.74907, 2.17316, -0.68818], [5.24869, -0.24353, -0.93754], [2.64221, -2.01292, 1.92598], [1.99466, -2.98694, 0.57513], [0.24875, -1.43804, 1.59999], [-0.77628, 1.79565, -0.59255], [-0.08725, 1.86699, 0.24754], [-1.45316, 2.64415, -0.57379], [-0.19758, 1.83158, -1.51690], [-3.92870, 1.45299, -0.41098], [-3.67851, 2.63004, -0.59184], [-5.37420, 1.03065, -0.15814], [-5.70362, 0.28810, -0.88437], [-6.02047, 1.90781, -0.18636], [-5.52352, 0.30390, 1.46165], [-4.15075, -1.49582, -0.27192], [-1.21328, -3.42525, -1.28822], [-2.62149, -3.65362, -0.25113], [-1.03625, -3.36026, 0.46935]],
  "atomic_forces_ev_per_a": [[0.08, 0.15, -0.06], [-0.44, -0.31, -0.01], [0.25, -0.01, -0.03], [0.83, -0.23, -0.09], [-0.52, 0.38, 0.00], [-0.28, 0.13, -0.07], [0.45, -0.01, 0.38], [-0.02, 0.13, -0.01], [-0.04, -0.15, 0.00], [0.17, -0.66, -0.39], [-0.45, 0.02, 0.47], [0.22, 0.32, -0.29], [-0.04, 0.01, 0.09], [-0.16, -0.09, 0.06], [0.07, -0.05, -0.04], [-0.05, 0.06, 0.03], [-0.04, -0.19, -0.01], [0.00, -0.04, -0.08], [0.19, 0.37, 0.14], [-0.11, 0.07, 0.06], [0.02, 0.10, 0.01], [0.09, 0.03, -0.04], [0.09, -0.09, -0.06], [-0.03, -0.03, -0.13], [-0.04, 0.08, 0.05], [0.09, -0.03, -0.13], [0.08, 0.11, 0.03], [0.08, 0.03, 0.00], [0.06, -0.02, -0.03], [0.08, 0.04, -0.05], [-0.27, 0.20, 0.00], [-0.16, -0.01, 0.00], [-0.10, 0.24, -0.07], [0.02, 0.04, 0.02], [0.15, -0.12, -0.05], [-0.15, -0.03, 0.21], [-0.18, -0.18, 0.04], [0.04, -0.12, -0.02], [-0.01, -0.06, 0.02], [0.05, -0.13, 0.06]],
  "charge": 0,
  "e_homo_ev": -8.2,
  "smiles": "Cc1cc(C(=O)CCl)c(C)n1C[C@H]1COc2ccccc2O1",
  "gap_ev": 8.768,
  "e_tot_ev": -38076.1260,
  "max_force_ev_per_a": 0.87
}

Record 5
{
  "formula": "C17H18LuN4O2S2",
  "method": "the ωB97M-V functional and the def2-TZVPD basis",
  "symbols": ["Lu", "O", "C", "O", "C", "C", "C", "C", "C", "C", "N", "C", "C", "C", "C", "C", "C", "N", "H", "H", "H", "H", "H", "H", "H", "H", "H", "H", "C", "N", "C", "C", "N", "C", "S", "H", "H", "H", "H", "H", "H", "H", "H", "S"],
  "xyz": [[1.55115, -0.94529, 1.77730], [2.61456, 5.12005, -3.84172], [3.02209, 3.91272, -3.41400], [3.87527, 3.31801, -4.00273], [2.36708, 3.33379, -2.18209], [1.42643, 3.99631, -1.40084], [0.87547, 3.39357, -0.28067], [1.27024, 2.10914, 0.06729], [2.21218, 1.44943, -0.70876], [2.76128, 2.05046, -1.82666], [0.77408, 1.38867, 1.20410], [-0.17331, 1.82825, 1.92569], [-0.66939, 1.03708, 3.07679], [-1.68383, 1.51238, 3.87194], [-2.12288, 0.71118, 4.93303], [-1.53562, -0.51546, 5.13361], [-0.50798, -0.93131, 4.28114], [-0.08638, -0.16147, 3.28042], [1.91727, 5.48603, -3.28571], [1.09976, 5.00274, -1.63252], [0.15590, 3.94878, 0.30386], [2.52805, 0.44131, -0.45705], [3.49801, 1.54643, -2.43637], [-0.67651, 2.77540, 1.73640], [-2.12648, 2.47962, 3.67667], [-2.91415, 1.05810, 5.58401], [-1.84838, -1.16638, 5.93756], [0.00140, -1.88347, 4.37660], [-3.08172, -2.97608, -0.99585], [-1.75771, -3.18270, -1.54614], [-1.55691, -3.88171, -2.81874], [-0.02776, -3.93697, -2.93591], [0.36816, -2.91158, -1.97066], [-0.63975, -2.58257, -1.15175], [-0.53684, -1.53569, 0.17617], [-3.64002, -3.90680, -1.07669], [-3.61384, -2.19044, -1.53613], [-2.99747, -2.70020, 0.05117], [-2.01424, -3.31448, -3.63287], [-2.01260, -4.86904, -2.78208], [0.32254, -3.69238, -3.93508], [0.36730, -4.91173, -2.64776], [1.32056, -2.71331, -1.72203], [1.89498, -2.99038, 2.82709]],
  "atomic_forces_ev_per_a": [[-0.32, -1.01, 0.18], [-0.03, -0.04, 0.10], [-0.03, 0.04, -0.02], [0.01, -0.03, -0.01], [0.03, 0.08, -0.08], [-0.05, -0.02, 0.06], [0.07, 0.10, -0.13], [-0.24, -0.20, 0.40], [0.12, 0.01, -0.18], [-0.06, -0.04, 0.12], [0.33, 0.21, -0.23], [-0.23, -0.12, 0.31], [0.19, 0.17, -0.35], [-0.14, -0.14, 0.26], [-0.01, 0.25, -0.16], [0.17, -0.21, -0.04], [-0.19, 0.19, 0.13], [0.14, -0.07, -0.10], [0.04, -0.01, -0.06], [0.01, 0.00, 0.00], [0.01, -0.01, 0.02], [-0.01, -0.02, 0.01], [0.00, 0.01, 0.00], [-0.01, -0.02, 0.00], [0.00, 0.00, 0.01], [0.00, -0.01, -0.01], [0.00, 0.01, 0.00], [-0.02, 0.00, 0.03], [0.03, 0.00, -0.02], [-0.06, 0.02, -0.03], [0.00, -0.01, 0.02], [0.00, -0.03, 0.04], [0.00, 0.10, -0.05], [0.30, -0.24, 0.10], [-0.24, 0.43, -0.05], [-0.01, 0.00, 0.01], [0.00, 0.00, -0.01], [0.01, 0.00, 0.00], [0.00, 0.02, 0.01], [0.00, 0.00, -0.01], [0.00, 0.00, -0.01], [0.00, 0.00, 0.03], [0.01, -0.07, 0.01], [0.16, 0.65, -0.31]],
  "charge": 1,
  "e_homo_ev": -9.9,
  "gap_ev": 5.536,
  "e_tot_ev": -83263.8418,
  "max_force_ev_per_a": 1.08
}

Going through the records in order, we get energy above the lowest of the compared OMol25 structures with the same formula, charge and spin values of 59.5 0.0 4.6 24.8 9.8 kcal/mol.